(1)
{
  "formula": "C4H5GaLiO2",
  "method": "ωB97M-V with the def2-TZVPD basis set",
  "species": ["H", "C", "C", "C", "C", "O", "O", "Li", "Ga", "H", "H", "H", "H"],
  "positions_angstrom": [[0.70414, -0.68111, 0.20825], [-0.17188, -1.29616, 0.71507], [-0.67681, -2.59159, 0.18131], [-2.00560, -2.47235, -0.55469], [-1.98889, -1.49199, -1.68977], [-0.84538, -0.99976, -1.95066], [-0.90294, -0.50264, 1.29002], [-0.65282, 1.23343, 1.94439], [-2.09598, -0.00598, -2.74652], [-0.74279, -3.28403, 1.03786], [0.11788, -3.00826, -0.45661], [-2.82158, -2.17083, 0.12192], [-2.30743, -3.43747, -0.99036]],
  "mulliken_charge": [0.330, 0.229, -0.460, -0.340, 0.414, -0.102, -0.518, 0.961, 0.920, 0.370, 0.387, 0.409, 0.400],
  "e_homo_ev": [-23.1, -24.2],
  "charge": 3,
  "e_tot_ha": -2236.79199
}



(2)
{
  "formula": "C4H5HgO3",
  "method": "ωB97M-V with the def2-TZVPD basis set",
  "species": ["O", "C", "C", "C", "C", "H", "H", "H", "H", "O", "H", "O", "Hg"],
  "positions_angstrom": [[-0.56958, 1.83562, 1.35519], [-1.05587, 1.03461, 0.34585], [0.00181, 0.08982, -0.06751], [1.29940, 0.07813, 0.37624], [2.51839, 0.06441, 0.43283], [-1.25238, 2.45112, 1.64053], [-1.35903, 1.59333, -0.56598], [-1.93295, 0.41728, 0.63376], [3.59911, 0.11538, 0.45793], [-0.25595, -0.75567, -1.07181], [-1.09217, -0.71811, -1.61316], [0.43710, -1.96274, -1.23984], [-0.33789, -4.24317, -0.68403]],
  "mulliken_charge": [-0.445, -0.583, 0.631, -0.378, 0.309, 0.347, 0.415, 0.411, 0.426, 0.013, 0.475, -0.495, 0.873],
  "s2": 0.7556,
  "de_lowest_ev": 0.000,
  "e_homo_ev": [-18.1, -19.1],
  "spin_multiplicity": 2,
  "charge": 2,
  "e_tot_ha": -533.53639
}



(3)
{
  "formula": "C4H5IN2",
  "method": "ωB97M-V with the def2-TZVPD basis set",
  "species": ["C", "C", "C", "C", "N", "N", "I", "H", "H", "H", "H", "H"],
  "positions_angstrom": [[1.02482, -1.84417, 0.47834], [0.52782, 0.76948, -1.96250], [0.23966, 0.33103, 1.14652], [0.86231, -0.44143, -0.00090], [1.09526, -2.84649, 0.99267], [0.14512, -0.11162, -1.14437], [3.10172, 0.05046, -0.11633], [-0.30423, 1.07103, -2.61617], [1.29289, 1.46448, -1.85571], [0.49481, 1.33706, 1.15638], [-0.78621, 0.27213, 0.73376], [0.33475, -0.20542, 2.08480]],
  "mulliken_charge": [0.048, -0.237, -1.143, 0.510, -0.389, -0.465, 0.040, 0.260, 0.283, 0.355, 0.376, 0.362],
  "de_lowest_ev": 1.806,
  "e_homo_ev": -9.7,
  "charge": 0,
  "e_tot_ha": -562.54904
}



(4)
{
  "formula": "C4H5IN2",
  "method": "ωB97M-V with the def2-TZVPD basis set",
  "species": ["C", "C", "C", "C", "N", "N", "I", "H", "H", "H", "H", "H"],
  "positions_angstrom": [[0.30516, -1.79939, -0.01750], [-1.13685, -1.60836, -0.14880], [0.65168, -0.47272, 0.00375], [-0.43834, 1.83679, 0.20231], [-1.42393, -0.31421, -0.08184], [-0.39703, 0.39087, 0.08233], [4.77600, 0.26939, 0.06314], [0.92754, -2.72017, -0.17488], [-1.90734, -2.25835, -0.58588], [-0.06525, 2.34689, -0.77630], [-1.52388, 2.25476, 0.41873], [0.23225, 2.07451, 1.01495]],
  "mulliken_charge": [-0.385, -0.189, -0.126, -0.733, -0.864, 0.782, 0.012, 0.302, 0.359, 0.261, 0.257, 0.325],
  "de_lowest_ev": 4.589,
  "e_homo_ev": [-9.2, -9.3],
  "charge": 0,
  "e_tot_ha": -562.44676
}



(5)
{
  "formula": "C4H5IN2O",
  "method": "ωB97M-V with the def2-TZVPD basis set",
  "species": ["C", "C", "C", "C", "N", "N", "O", "I", "H", "H", "H", "H", "H"],
  "positions_angstrom": [[-0.18990, 1.90807, -1.35721], [0.43977, 1.04508, -0.53264], [-1.71619, 0.89053, -0.35155], [-0.38432, -0.69001, 1.04499], [-1.53777, 1.70597, -1.33392], [-0.59198, 0.39253, 0.12186], [-3.01107, 0.24502, 0.30515], [-4.69084, 1.08900, -0.00451], [0.20758, 2.55317, -2.02991], [1.39021, 1.00670, -0.08424], [0.42866, -1.21393, 0.47445], [-0.00164, -0.24147, 1.95309], [-1.38817, -1.11999, 1.16870]],
  "mulliken_charge": [-0.494, -0.292, 0.487, -0.874, -0.525, 0.166, -0.490, 0.191, 0.497, 0.393, 0.345, 0.288, 0.308],
  "s2": 2.0078,
  "de_lowest_ev": 0.174,
  "e_homo_ev": [-6.8, -9.0],
  "spin_multiplicity": 3,
  "charge": 0,
  "e_tot_ha": -637.68695
}



(6)
{
  "formula": "C4H5IO",
  "method": "ωB97M-V with the def2-TZVPD basis set",
  "species": ["C", "C", "O", "C", "C", "I", "H", "H", "H", "H", "H"],
  "positions_angstrom": [[1.03114, -1.70217, 0.22641], [0.61876, -0.70719, -0.49096], [1.08911, 0.54561, -0.38566], [0.12342, 1.51612, -0.04940], [-1.14467, 1.24711, 0.24336], [-2.55736, -0.25492, 0.12076], [1.81319, -1.59334, 0.98437], [0.65936, -2.76242, -0.05626], [-0.23375, -0.99467, -1.11153], [0.36280, 2.55691, -0.02104], [-1.76200, 2.14897, 0.53994]],
  "mulliken_charge": [-0.535, -0.309, -0.359, 0.202, -0.743, 0.101, 0.280, 0.206, 0.480, 0.356, 0.320],
  "smiles": "C=CO/C=C\\I",
  "de_lowest_ev": 2.031,
  "e_homo_ev": -8.8,
  "charge": 0,
  "e_tot_ha": -528.24885
}



(7)
{
  "formula": "C4H5IO2S",
  "method": "ωB97M-V with the def2-TZVPD basis set",
  "species": ["O", "S", "O", "C", "C", "C", "I", "C", "H", "H", "H", "H", "H"],
  "positions_angstrom": [[-1.20703, 0.15480, -2.63565], [-1.07202, -0.67038, -1.46383], [-1.86349, -1.90001, -1.38897], [0.70699, -0.97665, -1.11261], [1.14461, -0.19350, -0.12085], [0.19362, 0.90251, 0.29605], [0.68712, 2.68630, -0.88368], [-1.35281, 0.29239, 0.07939], [1.41897, -1.57290, -1.73215], [2.28334, -0.15667, 0.13653], [0.14172, 1.44623, 1.19322], [-1.87411, -0.06956, 0.98052], [-1.84343, 1.22538, -0.32682]],
  "mulliken_charge": [-0.555, 0.996, -0.622, -0.324, -0.174, -0.787, 0.114, -0.546, 0.355, 0.265, 0.582, 0.382, 0.313],
  "smiles": "O=S1(=O)C=C[C@@H](I)C1",
  "de_lowest_ev": 0.000,
  "e_homo_ev": -9.8,
  "charge": 0,
  "e_tot_ha": -1001.68879
}



(8)
{
  "formula": "C4H5IrLiO2",
  "method": "ωB97M-V with the def2-TZVPD basis set",
  "species": ["H", "C", "C", "C", "C", "O", "O", "Li", "Ir", "H", "H", "H", "H"],
  "positions_angstrom": [[1.77894, 0.94490, 0.40536], [0.93258, 0.29542, 0.94300], [0.43067, -1.00740, 0.42240], [-0.89294, -0.89302, -0.32404], [-0.86831, 0.08879, -1.45737], [0.28194, 0.57407, -1.70434], [0.19892, 1.07887, 1.52875], [0.43123, 2.82452, 2.16838], [-0.98032, 1.66614, -2.63451], [0.35864, -1.69075, 1.28549], [1.22874, -1.43043, -0.20690], [-1.71542, -0.59597, 0.34644], [-1.18468, -1.85516, -0.77267]],
  "mulliken_charge": [0.320, 0.181, -0.607, -0.423, 0.303, -0.185, -0.584, 0.960, 1.445, 0.386, 0.403, 0.393, 0.407],
  "s2": 6.0212,
  "e_homo_ev": [-22.4, -23.1],
  "spin_multiplicity": 5,
  "charge": 3,
  "e_tot_ha": -416.17979
}



(9)
{
  "formula": "C4H5KMgO5",
  "method": "ωB97M-V with the def2-TZVPD basis set",
  "species": ["O", "C", "O", "O", "C", "C", "Mg", "H", "H", "H", "H", "K", "O", "C", "O", "H"],
  "positions_angstrom": [[2.72282, -1.01130, 0.03572], [1.88805, -0.04719, 0.11578], [2.22826, 1.01321, 0.67668], [0.68988, -0.23902, -0.39704], [-0.85728, 0.61195, -0.11152], [-0.04025, 1.15642, -1.20443], [4.06732, 0.20437, 1.03764], [-1.04274, 1.33162, 0.69034], [-1.47547, 0.96567, -1.33400], [0.35102, 2.14787, -0.95290], [0.04948, 0.70346, -2.19464], [3.27254, -3.53817, -1.00036], [-1.71629, -0.54996, 0.20604], [-2.76882, -0.41459, 0.84337], [-3.33870, -1.31948, 1.48425], [-4.02982, -1.01486, 2.10508]],
  "mulliken_charge": [-0.706, 1.227, -0.774, -0.387, -0.078, -0.530, 1.150, 0.506, 0.176, 0.350, 0.357, 1.043, -0.130, 0.515, -0.202, 0.481],
  "s2": 0.7527,
  "de_lowest_ev": 5.896,
  "e_homo_ev": [-18.3, -18.3],
  "spin_multiplicity": 2,
  "charge": 3,
  "e_tot_ha": -1330.33482
}



(10)
{
  "formula": "C4H5KNO4S",
  "method": "ωB97M-V with the def2-TZVPD basis set",
  "species": ["K", "S", "O", "O", "O", "O", "N", "C", "C", "C", "C", "H", "H", "H", "H", "H"],
  "positions_angstrom": [[-5.17481, -6.88898, 34.01282], [-2.43100, -6.86994, 35.75447], [-3.79925, -7.18162, 36.25661], [-1.94586, -5.66454, 36.42485], [-1.51023, -7.98893, 36.04713], [-2.53116, -6.58868, 34.30130], [-4.99903, -9.48876, 32.63902], [-5.48118, -8.54967, 31.76921], [-6.78954, -8.30352, 32.05707], [-7.12289, -9.13300, 33.18837], [-5.97789, -9.83788, 33.50617], [-4.07981, -9.88849, 32.57270], [-4.90503, -8.25831, 30.90525], [-7.43642, -7.61703, 31.53784], [-8.11202, -9.18242, 33.60929], [-5.80637, -10.58337, 34.26382]],
  "mulliken_charge": [0.910, 1.280, -0.851, -0.753, -0.745, -0.832, 0.061, -0.720, -0.227, -0.168, -0.611, 0.178, 0.349, 0.386, 0.389, 0.354],
  "de_lowest_ev": 0.846,
  "e_homo_ev": -2.9,
  "charge": -1,
  "e_tot_ha": -1509.34739
}



(11)
{
  "formula": "C4H5LaLiO7",
  "method": "ωB97M-V with the def2-TZVPD basis set",
  "species": ["O", "C", "O", "O", "C", "O", "C", "C", "O", "O", "La", "Li", "H", "H", "H", "H", "O", "H"],
  "positions_angstrom": [[-3.48769, 2.61279, 0.01062], [-2.80597, 1.62166, -0.39592], [-3.25706, 0.91198, -1.34757], [-1.64695, 1.39105, 0.15681], [-0.82927, 0.33912, -0.38464], [1.06876, -0.92276, 0.03246], [2.65577, -1.43318, 0.52084], [0.43321, 0.23108, 0.45011], [3.45115, -0.47871, 0.09352], [2.77546, -2.55146, -0.16923], [-5.87500, 2.43896, -1.44903], [3.13902, -1.32682, -1.58910], [-0.58209, 0.57597, -1.42797], [-1.38394, -0.60783, -0.37809], [1.01089, 1.16721, 0.33614], [0.18618, 0.14854, 1.52572], [2.73790, -1.61420, 1.92437], [2.40963, -2.50340, 2.09094]],
  "mulliken_charge": [-0.779, 0.918, -0.789, -0.206, -0.390, -0.371, 0.801, -0.349, -0.601, -0.695, 1.636, 0.882, 0.269, 0.311, 0.271, 0.259, -0.483, 0.315],
  "de_lowest_ev": 1.230,
  "e_homo_ev": [-11.2, -11.5],
  "charge": 1,
  "e_tot_ha": -720.87359
}



(12)
{
  "formula": "C4H5Li2LuO2",
  "method": "ωB97M-V with the def2-TZVPD basis set",
  "species": ["O", "C", "C", "Lu", "Li", "H", "H", "H", "H", "C", "C", "O", "Li", "H"],
  "positions_angstrom": [[0.47054, -0.79012, 2.87277], [0.46395, 0.50164, 3.42795], [0.77452, 1.55463, 2.42301], [0.50512, -1.37358, 0.76258], [0.22202, -1.99594, 4.18699], [1.19220, 0.59809, 4.26418], [-0.50413, 0.73449, 3.90768], [-0.05301, 2.01094, 1.86903], [1.79807, 1.71785, 2.07888], [-1.17489, -0.00744, -6.37401], [-1.07986, -0.65281, -5.32944], [-0.87216, -1.19299, -4.22676], [-0.54765, -1.55037, -2.51699], [-1.19472, 0.44561, -7.34587]],
  "mulliken_charge": [-0.554, 0.193, -1.366, 0.371, 0.914, 0.278, 0.332, 0.440, 0.439, -0.457, 0.057, -0.821, 0.805, 0.370],
  "s2": 0.7587,
  "e_homo_ev": [-8.8, -8.8],
  "spin_multiplicity": 2,
  "charge": 1,
  "e_tot_ha": -1556.07461
}